Formula: C60H51F3O2P2PdS
Source: the OMol25 dataset
Level of theory: ωB97M-V/def2-TZVPD

The value obtained for the HOMO energy is -6.144 eV. The value obtained for the energy relative to the best compared isomer or geometry (same formula, charge and spin) is 14.7 kcal per mole. For the lowest unoccupied orbital energy, the calculation gives -1.9 eV. As for the orbital gap: 4.3 eV. The calculation puts the energy at -3975.66860 hartree.

Positions of all 120 atoms, in Å:
C (-2.3434, 7.0629, 0.4278)
C (-1.0115, 6.4681, 0.7712)
C (-0.9416, 5.1411, 1.2154)
C (0.2788, 4.5705, 1.5491)
C (1.4878, 5.2666, 1.3518)
C (2.7374, 4.5218, 1.6259)
S (4.1448, 5.5163, 1.0173)
C (5.7755, 4.6275, 1.3303)
F (6.6788, 5.4724, 1.8494)
F (5.5663, 3.6100, 2.2020)
F (6.2694, 4.1233, 0.1817)
O (4.0620, 5.7471, -0.4095)
O (4.2008, 6.6262, 1.9499)
C (1.4072, 6.6181, 0.9419)
C (0.1771, 7.2043, 0.6564)
H (-2.2838, 8.1512, 0.3272)
H (-2.7286, 6.6541, -0.5155)
H (-3.0750, 6.8190, 1.2063)
H (-1.8602, 4.5596, 1.3162)
H (0.3076, 3.5671, 1.9757)
H (2.9898, 4.5056, 2.6993)
H (2.2872, 7.2594, 0.9105)
H (0.1622, 8.2590, 0.3522)
C (1.0313, -4.1265, 2.5382)
C (1.3987, -3.9350, 1.2106)
C (1.8341, -2.6409, 0.7862)
C (1.7961, -1.5129, 1.7056)
C (2.1695, -0.2354, 1.1714)
C (2.1442, 0.9959, 1.8207)
C (2.6729, 2.1590, 1.2438)
C (3.5858, 2.1054, 0.1805)
C (3.5633, 3.0931, -0.8497)
C (4.3158, 2.9354, -2.0050)
C (5.0429, 1.7664, -2.2079)
C (5.1152, 0.7949, -1.2029)
C (4.4640, 1.0013, 0.0027)
Pd (-0.1702, -2.0858, 0.2676)
P (-2.2708, -2.2018, 1.1161)
C (-2.1583, -1.9936, 2.9124)
C (-2.3309, -3.0688, 3.7957)
C (-2.1653, -2.8715, 5.1687)
C (-1.8203, -1.6097, 5.6637)
C (-1.6493, -0.5338, 4.7837)
C (-1.8236, -0.7228, 3.4124)
C (-3.5229, -0.9640, 0.6771)
C (-4.6022, -0.7072, 1.5426)
C (-5.6053, 0.1895, 1.1679)
C (-5.5362, 0.8405, -0.0689)
C (-4.4516, 0.6093, -0.9219)
C (-3.4405, -0.2707, -0.5405)
C (-3.0074, -3.8316, 0.8206)
C (-4.3972, -3.9956, 0.6813)
C (-4.9331, -5.2627, 0.4432)
C (-4.0909, -6.3729, 0.3163)
C (-2.7067, -6.2139, 0.4342)
C (-2.1687, -4.9525, 0.6909)
P (-0.0178, -1.5773, -1.9330)
C (1.3035, -2.5847, -2.6509)
C (1.0010, -3.8847, -3.0901)
C (2.0315, -4.7670, -3.4165)
C (3.3667, -4.3535, -3.3270)
C (3.6723, -3.0513, -2.9184)
C (2.6480, -2.1645, -2.5804)
C (-1.5182, -1.8939, -2.9053)
C (-1.9802, -0.9595, -3.8504)
C (-3.2558, -1.0976, -4.3964)
C (-4.0748, -2.1619, -4.0127)
C (-3.6007, -3.1236, -3.1173)
C (-2.3144, -3.0122, -2.5915)
C (0.4659, 0.1276, -2.2883)
C (1.1610, 0.4301, -3.4734)
C (1.4711, 1.7520, -3.7783)
C (1.0767, 2.7781, -2.9208)
C (0.3727, 2.4856, -1.7507)
C (0.0741, 1.1647, -1.4232)
C (1.4233, -1.7754, 3.0421)
C (1.0515, -3.0518, 3.4322)
H (0.7570, -5.1201, 2.8905)
H (1.4545, -4.7607, 0.4982)
H (2.4224, -2.5411, -0.1300)
H (2.4641, -0.2421, 0.1203)
H (1.6000, 1.0828, 2.7716)
H (2.2441, 3.1512, 1.4870)
H (2.8246, 3.8903, -0.7882)
H (4.2899, 3.7346, -2.7498)
H (5.5803, 1.6219, -3.1410)
H (5.6915, -0.1196, -1.3421)
H (4.5245, 0.2643, 0.8083)
H (-2.6000, -4.0529, 3.4110)
H (-2.3082, -3.7104, 5.8539)
H (-1.6833, -1.4613, 6.7380)
H (-1.3844, 0.4564, 5.1640)
H (-1.6933, 0.1174, 2.7259)
H (-4.6575, -1.2060, 2.5121)
H (-6.4430, 0.3755, 1.8424)
H (-6.3262, 1.5318, -0.3689)
H (-4.3919, 1.1107, -1.8913)
H (-2.5829, -0.4410, -1.1963)
H (-5.0583, -3.1350, 0.7624)
H (-6.0145, -5.3835, 0.3529)
H (-4.5109, -7.3623, 0.1231)
H (-2.0382, -7.0713, 0.3290)
H (-1.0861, -4.8347, 0.7811)
H (-0.0399, -4.2016, -3.1680)
H (1.7899, -5.7819, -3.7327)
H (4.1695, -5.0496, -3.5714)
H (4.7107, -2.7185, -2.8537)
H (2.8982, -1.1486, -2.2626)
H (-1.3473, -0.1214, -4.1431)
H (-3.6122, -0.3573, -5.1124)
H (-5.0850, -2.2419, -4.4140)
H (-4.2309, -3.9613, -2.8149)
H (-1.9433, -3.7757, -1.9032)
H (1.4634, -0.3668, -4.1540)
H (2.0360, 1.9770, -4.6844)
H (1.3332, 3.8126, -3.1545)
H (0.0560, 3.2912, -1.0873)
H (-0.4493, 0.9358, -0.4908)
H (1.4558, -0.9584, 3.7672)
H (0.7926, -3.2405, 4.4762)

Forces on atoms 1 to 3 (eV/Å):
C -0.276 0.063 -0.050
C 0.307 -0.157 -0.113
C 0.070 0.417 0.110

Formula: C19H29BF3NO9PS
Source: the OMol25 dataset
Level of theory: ωB97M-V/def2-TZVPD

The value obtained for the HOMO energy is -11.663 eV. The value obtained for the energy relative to the best compared isomer or geometry (same formula, charge and spin) is 211.0 kcal per mole. The SMILES is C=Cc1c(C(=O)OCOCOCCO)c(CCCC)c(P(C)O)[n+](S(=O)(=O)C(F)(F)F)c1B(C)O. For the lowest unoccupied orbital energy, the calculation gives -5.9 eV. As for the orbital gap: 5.8 eV. As for the charge: +1. The calculation puts the energy at -2536.63334 hartree.

Positions of all 64 atoms, in Å:
C (2.2173, -0.7729, 3.3098)
C (2.1973, -0.1330, 2.0271)
C (1.2283, -0.8279, 0.9405)
C (-0.2174, -0.2767, 0.8672)
C (-0.8096, 0.8815, 1.7783)
O (-1.3458, 0.5188, 2.8602)
O (-0.8356, 2.2560, 1.4731)
C (-0.2393, 2.5562, 0.1801)
O (-0.6748, 3.8972, -0.1588)
C (0.4416, 4.7534, -0.4747)
O (0.6635, 5.7013, 0.6057)
C (2.0768, 5.9233, 0.8224)
C (2.5591, 4.7999, 1.9023)
O (1.4372, 4.5914, 2.8230)
C (-1.1178, -0.9814, -0.2351)
C (-2.6069, -0.3926, -0.3686)
C (-3.5486, -0.7670, 0.9094)
C (-5.0083, -1.3060, 0.4990)
C (-6.1284, -0.1987, 0.8540)
C (-0.5465, -2.1485, -1.0877)
P (-1.8072, -2.8445, -2.3547)
C (-2.1400, -1.5244, -3.7128)
O (-3.3123, -3.1963, -1.5536)
N (0.8317, -2.6758, -0.9524)
S (1.4719, -3.9944, -1.8527)
O (0.5625, -4.7363, -2.7672)
O (2.0674, -5.0963, -0.9821)
C (2.9003, -3.4499, -2.9880)
F (4.1489, -3.8628, -2.5153)
F (2.6679, -3.8742, -4.3219)
F (2.8184, -2.0174, -3.0285)
C (1.6985, -2.0067, 0.0206)
B (3.2878, -2.3738, 0.3009)
C (4.3709, -1.3534, -0.3928)
O (3.7341, -3.4951, 1.0591)
H (2.3718, -0.1704, 4.2771)
H (2.0249, -1.8937, 3.4533)
H (2.7810, 0.8175, 1.7957)
H (-0.6342, 1.8872, -0.6783)
H (0.8924, 2.4586, 0.2938)
H (0.1063, 5.3956, -1.3779)
H (1.3886, 4.2108, -0.8106)
H (2.3107, 6.9705, 1.2509)
H (2.6732, 5.8627, -0.1616)
H (2.6847, 3.8060, 1.3317)
H (3.5043, 5.1410, 2.4411)
H (1.5463, 3.7200, 3.2680)
H (-2.4782, 0.7579, -0.3111)
H (-3.1029, -0.5954, -1.3727)
H (-3.0142, -1.4861, 1.6314)
H (-3.7153, 0.1988, 1.5238)
H (-5.1967, -2.2488, 1.1426)
H (-5.0600, -1.6029, -0.6034)
H (-7.1426, -0.6854, 1.1054)
H (-5.8595, 0.4372, 1.7774)
H (-6.2348, 0.5305, -0.0316)
H (-3.2673, -1.3714, -3.8493)
H (-1.6757, -0.5498, -3.3255)
H (-1.5899, -1.7758, -4.6868)
H (-3.1598, -4.1235, -1.2329)
H (5.1836, -1.8977, -0.9797)
H (4.8119, -0.6535, 0.3959)
H (3.8224, -0.6790, -1.1558)
H (2.9861, -4.0337, 1.4035)

Forces on atoms 1 to 3 (eV/Å):
C -0.097 1.519 -2.053
C -0.729 -2.750 2.096
C -1.413 -0.436 -1.487

Formula: C47H60N4O2ReSi3
Source: the OMol25 dataset
Level of theory: ωB97M-V/def2-TZVPD

The value obtained for the HOMO energy (spin up / spin down) is -6.163 / -7.146 eV. The value obtained for the energy relative to the best compared isomer or geometry (same formula, charge and spin) is 7.0 kcal per mole. For the lowest unoccupied orbital energy (spin up / spin down), the calculation gives -0.5 / -1.0 eV. As for the orbital gap (spin up / spin down): 5.6 / 6.1 eV. The calculation puts the energy at -3143.38023 hartree. As for the spin multiplicity: 4.

Positions of all 117 atoms, in Å:
Re (1.0496, 0.4452, 0.3141)
C (-0.7571, -0.0633, 3.4183)
Si (1.0002, -0.2097, 2.7196)
C (1.4599, -2.0157, 3.0688)
C (2.1847, 0.6848, 3.8735)
C (2.0894, 0.6008, 5.2661)
C (2.9979, 1.2588, 6.0749)
C (4.0289, 1.9967, 5.5000)
C (4.1374, 2.0685, 4.1226)
C (3.2094, 1.4248, 3.2944)
Si (3.2851, 1.5629, 1.4142)
C (4.9129, 0.7974, 0.8881)
C (3.4755, 3.3902, 0.9936)
H (-0.8091, -0.5584, 4.3892)
H (-1.4853, -0.5465, 2.7653)
H (-1.0664, 0.9700, 3.5501)
H (1.5259, -2.1181, 4.1531)
H (2.4365, -2.2731, 2.6619)
H (0.7322, -2.7404, 2.7034)
H (1.2959, 0.0249, 5.7265)
H (2.9084, 1.1999, 7.1522)
H (4.7408, 2.5130, 6.1291)
H (4.9453, 2.6467, 3.6911)
H (5.7167, 1.3054, 1.4258)
H (5.0753, 0.9181, -0.1818)
H (4.9614, -0.2679, 1.1047)
H (4.3361, 3.7578, 1.5586)
H (2.6195, 3.9964, 1.2484)
H (3.6873, 3.5345, -0.0645)
O (4.1531, -1.0787, -2.2302)
C (3.1136, -0.5190, -1.9385)
O (2.8295, -0.1346, -0.7382)
C (2.1272, -0.2314, -3.0586)
C (2.6640, -0.1772, -4.3705)
C (1.8495, 0.1873, -5.3918)
C (0.4792, 0.4239, -5.1342)
C (-0.4349, 0.7935, -6.1487)
C (-1.7593, 0.9505, -5.8645)
C (-2.2287, 0.7213, -4.5525)
C (-1.3643, 0.3794, -3.5541)
C (0.0203, 0.2535, -3.8118)
N (0.8698, -0.0238, -2.7760)
H (3.7086, -0.4122, -4.5046)
H (2.2266, 0.2912, -6.4015)
H (-0.0630, 0.9412, -7.1544)
H (-2.4529, 1.2426, -6.6406)
H (-3.2854, 0.8140, -4.3387)
H (-1.7229, 0.1822, -2.5590)
C (-5.5966, -2.2030, -0.1595)
C (-5.2558, -0.7185, -0.2770)
C (-5.8688, 0.0292, 0.9153)
C (-5.8569, -0.1798, -1.5811)
C (-3.7545, -0.4743, -0.2614)
C (-3.2319, 0.8006, -0.5246)
C (-1.8930, 1.0545, -0.4007)
N (-0.9961, 0.1128, -0.0293)
C (-1.4675, -1.1604, 0.0794)
C (-2.8268, -1.4577, 0.0200)
C (-0.4272, -2.1823, 0.1597)
C (-0.6903, -3.5456, 0.1417)
C (0.3429, -4.4690, 0.0994)
C (1.6344, -3.9500, 0.0723)
C (1.8408, -2.5889, 0.1290)
N (0.8362, -1.7021, 0.1754)
C (0.0344, -5.9604, 0.0795)
C (-0.7698, -6.2859, -1.1860)
C (-0.7951, -6.3143, 1.3211)
C (1.3080, -6.8032, 0.0835)
H (-6.6784, -2.3302, -0.1955)
H (-5.2503, -2.6249, 0.7842)
H (-5.1656, -2.7810, -0.9780)
H (-6.9542, -0.0723, 0.9023)
H (-5.6258, 1.0906, 0.8847)
H (-5.4976, -0.3727, 1.8580)
H (-6.9186, -0.4218, -1.6243)
H (-5.3714, -0.6257, -2.4496)
H (-5.7644, 0.9019, -1.6580)
H (-3.8742, 1.6170, -0.8204)
H (-1.4708, 2.0213, -0.6057)
H (-3.1416, -2.4768, 0.1727)
H (-1.7148, -3.8828, 0.1376)
H (2.5021, -4.5888, 0.0309)
H (2.8352, -2.1757, 0.1547)
H (-1.7182, -5.7505, -1.2083)
H (-0.9859, -7.3536, -1.2228)
H (-0.2111, -6.0190, -2.0829)
H (-1.7539, -5.7979, 1.3281)
H (-0.2627, -6.0503, 2.2349)
H (-0.9939, -7.3863, 1.3395)
H (1.9195, -6.6165, -0.7986)
H (1.0401, -7.8593, 0.0825)
H (1.9140, -6.6151, 0.9693)
C (-2.0146, 3.2875, 1.6343)
Si (-0.1654, 3.5376, 1.3478)
C (-0.0335, 5.3956, 1.0204)
C (0.5526, 3.3999, 3.0746)
N (0.5979, 2.5136, 0.1132)
C (0.8759, 3.0365, -1.1670)
C (1.9634, 2.5657, -1.9132)
C (2.2650, 3.0546, -3.1728)
C (1.4844, 4.0407, -3.7552)
C (0.3781, 4.4966, -3.0522)
C (0.0720, 3.9980, -1.7977)
H (-2.3032, 4.0387, 2.3724)
H (-2.2836, 2.3111, 2.0325)
H (-2.6118, 3.4690, 0.7419)
H (-0.1656, 5.8665, 1.9964)
H (-0.8078, 5.7850, 0.3652)
H (0.9298, 5.7128, 0.6241)
H (-0.0469, 4.0777, 3.6853)
H (1.5841, 3.7337, 3.1290)
H (0.5085, 2.4241, 3.5420)
H (2.6259, 1.8365, -1.4690)
H (3.1291, 2.6609, -3.6927)
H (1.7270, 4.4410, -4.7291)
H (-0.2725, 5.2444, -3.4881)
H (-0.8371, 4.3342, -1.3273)

Forces on atoms 1 to 3 (eV/Å):
Re 1.530 1.059 -0.001
C 0.054 -0.060 -0.047
Si -0.093 -0.071 0.282

Formula: C14H16
Source: the OMol25 dataset
Level of theory: ωB97M-V/def2-TZVPD

The value obtained for the HOMO energy is -9.008 eV. The value obtained for the energy relative to the best compared isomer or geometry (same formula, charge and spin) is 12.7 kcal per mole. The SMILES is Cc1ccccc1.Cc1ccccc1. For the lowest unoccupied orbital energy, the calculation gives 0.9 eV. As for the orbital gap: 9.9 eV. The calculation puts the energy at -543.05256 hartree.

Positions of all 30 atoms, in Å:
C (1.4689, 2.6095, 1.4203)
C (1.2081, 2.6266, -0.0582)
C (1.9666, 3.4234, -0.9183)
C (1.6706, 3.4774, -2.2614)
C (0.5958, 2.7686, -2.7955)
C (-0.0505, 1.8601, -1.9928)
C (0.2917, 1.7730, -0.6316)
H (0.6002, 2.4491, 2.0560)
H (1.8985, 3.5494, 1.7604)
H (2.1570, 1.7905, 1.6630)
H (2.7972, 3.9618, -0.4852)
H (2.3243, 4.0918, -2.8833)
H (0.3896, 2.9177, -3.8487)
H (-0.8147, 1.1703, -2.3456)
H (-0.2587, 0.9795, -0.1524)
C (-2.5725, -2.3630, 2.8228)
C (-1.5748, -2.5504, 1.7062)
C (-1.7637, -3.6017, 0.7747)
C (-0.9670, -3.6905, -0.3325)
C (0.1221, -2.8345, -0.5169)
C (0.3924, -1.9025, 0.4498)
C (-0.5494, -1.6649, 1.4760)
H (-2.2968, -2.9479, 3.7073)
H (-3.5574, -2.7202, 2.5136)
H (-2.5654, -1.3319, 3.1663)
H (-2.6127, -4.2370, 0.9869)
H (-1.1466, -4.4506, -1.0759)
H (0.8196, -3.0488, -1.3254)
H (1.3062, -1.3339, 0.5362)
H (-0.4765, -0.7566, 2.0583)

Forces on atoms 1 to 3 (eV/Å):
C 0.392 -0.245 0.328
C 0.053 -0.326 0.247
C -0.302 -0.256 0.564

energy of number 3 (C47H60N4O2ReSi3)? -3143.38023 hartree

Among the records above, which one has the highest energy? C14H16

energy relative to the best compared isomer or geometry (same formula, charge and spin) of number 3 (C47H60N4O2ReSi3)? 7.0 kcal per mole

The highest energy belongs to which entry? C14H16